Entry 1:
The following is a quantum chemistry calculation of C17H15Co2N2O6 as an isolated structure, from the OMol25 dataset.

```
42
Properties=species:S:1:pos:R:3:forces:R:3
O -0.4746 0.7302 -3.1305 0.6 -0.4 0.7
C 0.0938 0.4618 -2.0914 -1.5 0.8 -0.6
Co 0.8144 -1.2433 -1.6723 0.5 -0.2 0.3
C -0.6758 -1.9656 -1.1384 -3.8 0.3 1.3
O -1.6907 -2.4983 -0.9380 2.0 0.5 -0.5
C 0.5910 -1.9269 -3.2777 1.2 0.2 -3.2
O 0.2781 -2.2941 -4.3292 -0.1 0.1 1.6
C 1.2334 0.0465 0.7795 -1.0 -0.1 -4.2
C 1.7621 -1.2209 0.2757 -0.1 0.7 -0.2
C 1.2033 -2.4624 0.7153 1.1 -0.4 0.6
C 1.8530 -3.6514 0.4261 -0.8 0.4 0.4
C 2.9824 -3.6517 -0.4003 1.0 0.1 -0.4
C 3.4828 -2.4742 -0.9390 0.0 -0.6 0.3
C 2.8666 -1.2391 -0.6394 -0.6 0.0 0.5
C 0.5856 1.1078 0.3027 1.9 -3.1 -1.6
C 0.3024 1.6206 -1.0273 2.4 0.4 -1.4
Co 0.8669 1.2188 2.0568 -0.3 2.7 5.7
C 2.3633 1.1229 2.9604 1.7 0.4 0.3
O 3.3529 1.0229 3.5486 -0.5 -0.1 -0.1
C -0.1680 0.2415 3.1010 -1.8 -1.1 0.8
O -0.8228 -0.4612 3.7492 0.8 0.5 -0.4
C 0.3605 2.8801 2.2117 0.0 1.3 0.4
O 0.0368 3.9893 2.3109 0.1 -0.9 -0.3
H 0.3332 -2.4189 1.3743 0.3 -0.1 -0.2
H 1.4967 -4.5832 0.8732 0.0 0.3 -0.3
H 3.5046 -4.5962 -0.5715 -0.2 0.3 -0.1
H 4.3747 -2.4875 -1.5643 -0.2 0.0 0.1
H 3.3264 -0.2795 -0.9041 -0.2 -0.5 0.0
H -0.4242 2.4359 -1.0845 0.3 -0.6 -0.4
H 1.2449 2.0898 -1.3845 0.2 -0.2 0.0
C -2.9399 1.7765 -1.3503 0.3 -0.3 0.4
N -1.9280 1.2672 -0.4147 -1.7 -0.6 -1.2
N -2.3223 1.2946 0.9152 -0.9 -0.5 1.9
C -3.5313 2.0204 1.2125 0.1 -0.3 0.3
H -2.5682 1.6340 -2.3655 0.0 0.0 0.1
H -3.9059 1.2579 -1.2294 0.1 0.3 -0.4
H -3.0720 2.8523 -1.1700 -0.1 -0.3 -0.2
H -1.7026 0.2952 -0.6388 -0.5 0.3 0.0
H -1.5451 1.5360 1.5233 -0.1 0.3 -0.4
H -3.6583 1.9832 2.2999 -0.1 0.1 -0.2
H -3.5094 3.0724 0.8862 -0.2 0.0 0.2
H -4.3708 1.4970 0.7387 -0.1 0.4 0.3
```
Positions in Å, forces in eV/Å.

Total charge: -1
Energy (eV): -108385.4075
LUMO level (eV): 1.99
Relative energy (zero: lowest compared OMol25 entry of this formula, charge and spin) (kJ/mol): 348.84
HOMO (eV): -3.0795
Kohn-Sham gap (eV): 5.1

---

Entry 2:
The following is a quantum chemistry calculation of a 11-piece molecular cluster, C23H42F24N4O21PS6 overall, from the OMol25 dataset.

```
121
Properties=species:S:1:pos:R:3:forces:R:3
C 5.3410 14.2052 -2.8056 -0.2 0.0 -0.4
C 5.6991 12.9367 -3.5304 -2.5 -1.6 0.5
O 4.9666 11.9688 -3.6801 2.2 1.9 -0.1
N 7.1761 12.8154 -3.9368 -0.3 -0.7 -1.4
H 7.4485 13.7759 -4.0897 1.1 1.7 -0.5
H 7.6588 12.5079 -3.1046 0.4 0.0 0.2
C 7.4700 11.8538 -5.1543 -1.1 0.6 2.5
H 4.2894 14.2197 -2.5190 0.3 -0.6 0.3
H 5.4058 15.1288 -3.3807 0.7 -0.2 -0.5
H 5.9831 14.3576 -1.9381 0.0 0.0 0.2
H 8.4885 11.8130 -5.5403 -0.1 0.9 0.4
H 6.7091 12.1446 -5.8786 0.2 -0.5 -0.1
H 7.2977 10.9391 -4.5870 -0.4 -0.5 -1.1
C 1.6378 16.3830 -11.3067 1.3 1.5 1.9
C 1.4325 16.1516 -9.7780 -2.7 -4.3 -0.1
O 0.9567 15.0691 -9.3959 1.8 3.6 -0.6
N 1.6422 17.2757 -8.7715 -3.5 -1.5 -1.2
H 2.4032 17.0301 -8.1545 1.1 -0.6 0.9
H 1.8579 18.0909 -9.3273 0.2 1.4 0.1
C 0.2605 17.4815 -8.0170 0.5 0.7 0.0
H 2.5796 16.9298 -11.2605 0.4 0.1 -0.7
H 0.9530 17.1105 -11.7427 -0.3 -0.1 0.3
H 1.7609 15.5013 -11.9357 -0.3 -0.1 0.7
H -0.2961 16.5630 -7.8312 0.8 -0.2 0.0
H -0.3926 18.1557 -8.5711 0.5 -0.1 -0.7
H 0.4049 18.0190 -7.0797 0.7 -0.4 0.1
C 3.1652 19.7036 -3.8474 -0.4 0.0 0.6
C 1.7768 19.0847 -3.9584 0.4 0.9 -2.5
O 1.0147 19.3196 -4.9012 1.0 -0.8 2.5
N 1.3114 18.1317 -2.8712 2.0 -1.1 -0.9
H 1.6931 18.3827 -1.9704 0.3 0.7 0.6
H 0.3034 18.1902 -2.8476 -0.8 -0.1 0.1
C 1.7315 16.6476 -3.1308 -1.4 1.1 -1.4
H 3.4260 20.4391 -4.6084 -0.8 -0.2 -0.3
H 4.0298 19.0400 -3.8310 -0.4 -0.6 0.3
H 3.2141 20.2609 -2.9119 0.0 -0.1 0.4
H 2.8089 16.5062 -3.2166 -0.3 0.3 0.6
H 1.2765 16.4810 -4.1071 0.2 -0.2 -0.2
H 1.1644 16.0054 -2.4569 0.6 0.3 0.4
C -1.6523 22.6840 -2.6183 0.8 0.4 0.5
C -1.4592 21.8006 -3.8331 0.0 -0.6 -0.5
C -2.4105 22.3179 -4.8884 -0.1 -1.1 -0.4
N -2.4150 21.5122 -6.2270 -0.3 0.0 -0.1
C -2.6514 20.0156 -5.9846 1.1 0.7 -0.8
C -1.0388 21.5835 -6.9911 -1.2 1.1 0.4
C -1.3128 21.3430 -8.4628 -0.2 0.9 0.4
C -2.7574 21.9214 -8.7027 -0.8 -0.9 1.6
C -3.4996 21.9451 -7.2452 1.3 -0.3 -0.6
H -2.5053 22.4783 -1.9717 0.1 -0.7 -0.1
H -1.8115 23.7375 -2.8484 0.3 0.2 -0.5
H -0.7079 22.6117 -2.0788 -0.2 0.2 0.5
H -1.6021 20.7499 -3.5807 -0.6 0.0 0.2
H -0.4383 21.7397 -4.2101 0.3 0.8 0.2
H -2.1779 23.3724 -5.0368 -0.1 -0.1 -0.7
H -3.3946 22.2464 -4.4252 -0.4 0.0 -0.6
H -1.8258 19.7066 -5.3435 -0.6 -0.4 0.2
H -2.4745 19.5984 -6.9760 0.0 -0.3 0.1
H -3.6692 19.7360 -5.7126 0.3 0.4 0.6
H -0.3022 20.9528 -6.4934 -0.1 0.1 0.0
H -0.7675 22.6391 -6.9975 0.2 0.0 0.9
H -1.0573 20.3228 -8.7494 -0.7 0.0 -0.3
H -0.5549 21.9800 -8.9186 -0.1 -0.3 -0.5
H -3.3159 21.3104 -9.4117 -0.1 -0.1 0.2
H -2.8428 22.9358 -9.0926 0.7 0.0 0.1
H -4.3222 21.2495 -7.0798 0.2 -0.2 -0.5
H -3.9446 22.9131 -7.0148 0.7 0.2 0.1
C 2.8886 14.2865 -5.7786 4.4 0.2 0.2
F 3.4232 13.1158 -6.2886 -0.1 0.7 0.5
F 1.7179 14.3716 -6.2206 -3.4 0.4 -0.7
F 2.9116 14.1844 -4.4246 -0.3 0.0 -1.0
S 3.9982 15.7983 -6.3662 1.8 0.6 2.3
O 3.8298 15.8730 -7.8322 -0.1 -0.5 0.8
O 3.4384 16.9814 -5.6874 -0.1 -1.5 -0.9
O 5.3424 15.4268 -5.8292 -2.6 0.0 -1.6
C 7.9028 17.8594 -3.2875 -1.1 0.2 -0.5
F 7.3806 17.3130 -2.1540 1.0 0.6 -1.1
F 6.8495 18.2517 -4.0564 0.9 -1.0 0.4
F 8.5735 18.9907 -3.0519 0.2 -0.9 0.5
S 9.0129 16.5717 -4.2356 0.9 -0.3 -3.2
O 8.2643 15.3075 -4.2279 -1.2 -0.2 0.4
O 9.1038 17.1079 -5.6420 0.0 -0.5 3.4
O 10.2815 16.3153 -3.5431 -0.8 1.4 0.0
C -2.3896 15.2184 -3.2393 1.2 -1.2 -0.4
F -3.3276 15.4369 -2.3290 -0.3 0.0 -0.1
F -1.3388 14.6172 -2.6018 -0.3 1.5 -0.1
F -2.7445 14.2503 -4.1010 -1.1 0.2 -0.2
S -2.0581 16.7796 -4.2491 3.6 1.4 -2.1
O -1.1347 16.3922 -5.3794 -1.9 0.0 2.5
O -3.3332 17.2596 -4.7602 -0.1 -0.6 0.9
O -1.3698 17.6756 -3.2864 -1.6 -1.2 -0.7
C 3.2057 16.9600 1.4046 2.2 1.8 -1.3
F 1.8706 16.9779 1.0895 1.5 -0.6 1.2
F 3.5796 18.1440 1.9157 -1.0 0.9 -0.6
F 3.6119 16.1768 2.4152 -1.5 -1.8 -0.3
S 4.2874 16.7047 -0.2036 3.1 1.5 0.3
O 3.6790 15.5633 -0.8183 -1.3 -1.3 -0.5
O 4.1954 17.9499 -0.9757 -0.8 -1.3 1.1
O 5.6841 16.4197 0.2525 -2.6 0.4 0.1
C 0.1409 21.5148 1.0643 3.7 -2.2 -1.3
F 0.9718 22.2697 1.8508 -1.9 -0.2 -0.2
F -0.1799 20.3620 1.7535 0.1 1.7 -0.5
F -0.9421 22.0914 0.6435 -1.4 1.2 0.8
S 1.2226 21.1394 -0.5013 2.8 -2.1 -0.3
O 1.3941 22.3511 -1.2940 -1.6 -0.1 0.7
O 2.4910 20.6666 0.0317 -1.1 0.6 0.6
O 0.5405 20.0066 -1.1713 -0.9 1.4 0.2
C 3.6793 20.5742 -8.4969 0.8 1.1 -0.8
F 4.1230 19.2976 -8.6531 0.7 0.9 -1.0
F 3.1602 20.5484 -7.3245 -1.1 0.6 2.1
F 4.6962 21.5497 -8.4932 -1.4 -2.3 -0.4
S 2.3547 21.0080 -9.7740 2.4 2.3 0.0
O 3.1352 21.2261 -10.9679 -0.2 0.1 -0.2
O 1.6050 19.7886 -9.7973 -1.8 -1.9 0.1
O 1.6424 22.1825 -9.2720 0.3 -1.1 -0.1
P 5.7561 22.6526 -3.4234 0.1 -0.4 3.1
F 5.6431 24.2380 -3.9891 0.3 -1.7 0.1
F 5.8291 22.0864 -4.9127 0.4 0.0 0.2
F 7.3815 22.6667 -3.2200 0.1 1.5 -1.6
F 5.9553 21.2055 -2.6336 -1.3 -0.6 -1.5
F 5.6351 23.2513 -1.9187 -0.4 1.0 -0.1
F 4.1217 22.4307 -3.4509 0.9 0.5 -0.3
```
Positions in Å, forces in eV/Å.

Total charge: -3
Energy (eV): -213014.7934
LUMO level (eV): 4.12
HOMO (eV): -2.5316
Kohn-Sham gap (eV): 6.7

---

What is the Kohn-Sham gap in the second record?
6.7 eV

---

What is the total charge in the second record?
-3

---

The highest energy belongs to which entry?
C17H15Co2N2O6